25
Properties=species:S:1:pos:R:3:forces:R:3:lowdin_charge:R:1 method="wB97M-V/def2-TZVPD" total_charge=+2 fmax_ev_per_a=10.08 relative_energy_kj_mol=382.31 orbital_gap_ev=5.0
In 26.028 -45.128 -9.911 -1.36 5.26 -7.67 1.5855
C 25.348 -48.930 -11.087 -1.62 -0.66 -1.73 0.0607
C 25.490 -47.515 -10.589 -3.71 -1.09 0.21 -0.6420
O 26.463 -46.820 -10.903 4.24 1.20 -3.64 -0.0067
O 24.658 -46.966 -9.838 -3.07 -0.92 -2.12 0.0524
H 25.372 -49.006 -12.174 0.36 0.58 -0.12 0.1376
H 24.372 -49.352 -10.848 -0.10 0.40 0.42 0.1376
H 26.092 -49.581 -10.628 -1.40 1.02 -3.12 0.0338
C 26.913 -49.238 -9.118 2.56 -0.40 0.46 -0.0804
O 26.213 -48.735 -7.979 0.01 3.25 0.52 -0.1140
P 26.379 -47.165 -7.517 2.22 -5.57 7.51 0.6913
O 26.074 -46.160 -8.545 1.93 -2.29 9.62 -0.2941
O 25.432 -47.038 -6.179 1.78 2.59 -6.43 -0.1620
C 25.490 -47.934 -5.157 -0.53 -2.19 3.19 -0.1099
O 27.931 -47.125 -6.974 -3.20 -0.70 -2.20 -0.1837
C 28.577 -45.984 -6.435 0.12 1.43 0.77 -0.0658
H 26.340 -50.007 -9.638 0.67 -0.77 3.01 0.0937
H 27.916 -49.613 -8.914 -0.11 -0.09 0.81 0.1398
H 27.067 -48.490 -9.896 0.66 -0.14 1.13 0.0751
H 24.453 -48.079 -4.854 0.06 -0.40 -0.05 0.1170
H 25.968 -47.511 -4.274 0.34 0.17 -0.22 0.1119
H 25.957 -48.890 -5.394 -0.07 0.09 -0.16 0.1075
H 27.971 -45.080 -6.379 -0.63 -0.07 -0.22 0.0905
H 29.426 -45.690 -7.052 0.26 -0.58 0.32 0.1075
H 28.782 -46.202 -5.387 0.62 -0.11 -0.28 0.1167